Record 1
This record from the OMol25 dataset describes a structure of composition C34H30Cl2N6O2S2Tl in a non-equilibrium geometry. The level of theory is ωB97M-V with the def2-TZVPD basis set.

Calculated values
* strongest force on any atom: 1.053 eV/Å
* HOMO: -8.56 eV
* LUMO energy: -0.178 Ha
* relative energy (zero: lowest compared OMol25 entry of this formula, charge and spin): 27.9 kcal/mol
* HOMO-LUMO gap: 3.72 eV
* net charge: +1

Last column: Löwdin charge in e.
Geometry (Å):
Tl (-2.402, -0.042, -0.436)  0.54
Cl (-2.963, 0.063, 2.469)  0.60
C (-4.634, 0.202, 2.924)  -0.66
C (-4.958, -0.038, 4.247)  -0.13
C (-6.278, 0.046, 4.651)  -0.10
C (-7.256, 0.358, 3.721)  -0.12
C (-6.918, 0.592, 2.399)  -0.70
Cl (-8.181, 0.943, 1.283)  0.67
C (-5.580, 0.535, 1.946)  -0.77
S (-5.194, 0.869, 0.287)  0.38
H (-4.176, -0.290, 4.951)  0.10
H (-6.540, -0.142, 5.683)  0.10
H (-8.296, 0.421, 4.008)  0.10
C (-1.097, 4.541, -1.008)  -0.03
C (-0.247, 4.970, -0.009)  -0.03
C (0.143, 4.065, 0.959)  -0.02
C (-0.329, 2.750, 0.917)  -0.27
N (-1.186, 2.346, -0.044)  0.02
C (-1.545, 3.235, -0.973)  -0.17
C (0.128, 1.871, 2.041)  -0.12
C (-0.152, 2.360, 3.318)  -0.02
C (0.248, 1.698, 4.461)  -0.04
C (0.959, 0.515, 4.344)  -0.04
C (1.263, 0.019, 3.094)  -0.01
C (0.844, 0.668, 1.933)  -0.12
H (-1.423, 5.205, -1.796)  0.12
H (0.100, 5.994, 0.019)  0.12
H (0.816, 4.353, 1.756)  0.13
H (-2.238, 2.877, -1.724)  0.10
H (-0.717, 3.278, 3.400)  0.13
H (0.016, 2.105, 5.435)  0.12
H (1.286, -0.016, 5.227)  0.12
H (1.857, -0.881, 3.018)  0.12
O (4.241, -5.293, -0.460)  0.11
N (3.567, -4.992, 0.502)  -0.34
O (3.503, -5.612, 1.542)  0.11
C (2.798, -3.746, 0.412)  -0.06
C (3.282, -2.787, -0.404)  0.08
C (2.735, -1.475, -0.411)  -0.10
C (3.281, -0.482, -1.234)  0.05
C (2.769, 0.792, -1.164)  -0.01
C (1.844, 1.094, -0.196)  0.03
N (1.349, 0.175, 0.663)  0.12
C (1.681, -1.158, 0.472)  -0.02
C (1.002, -2.246, 1.135)  -0.16
N (-0.193, -2.006, 1.698)  0.12
C (-0.816, -2.974, 2.328)  -0.09
C (-0.291, -4.264, 2.458)  0.00
C (0.903, -4.552, 1.854)  0.03
C (1.591, -3.539, 1.156)  -0.05
H (4.153, -2.991, -1.012)  0.14
H (4.099, -0.732, -1.896)  0.14
H (3.137, 1.576, -1.808)  0.11
H (1.503, 2.107, -0.055)  0.13
H (-1.788, -2.726, 2.742)  0.11
H (-0.838, -5.021, 3.000)  0.12
H (1.313, -5.547, 1.909)  0.12
C (1.791, 2.535, -3.663)  -0.11
N (1.843, 1.161, -4.136)  -0.21
C (2.584, 1.008, -5.387)  -0.04
C (0.851, 0.289, -3.795)  -0.76
S (-0.515, 0.814, -2.960)  0.62
N (0.996, -1.009, -4.150)  -0.21
C (2.285, -1.664, -4.307)  -0.06
C (-0.157, -1.895, -4.129)  -0.08
H (2.780, 2.979, -3.787)  0.10
H (1.503, 2.563, -2.616)  0.04
H (1.066, 3.125, -4.231)  0.10
H (2.452, 1.905, -5.993)  0.10
H (2.210, 0.162, -5.954)  0.09
H (3.652, 0.874, -5.201)  0.10
H (3.089, -1.017, -3.967)  0.07
H (2.468, -1.947, -5.346)  0.10
H (2.290, -2.577, -3.706)  0.10
H (-1.015, -1.397, -4.573)  0.08
H (-0.420, -2.196, -3.110)  0.08
H (0.077, -2.781, -4.718)  0.09

***

Record 2
This record from the OMol25 dataset describes a structure of composition C6H15ClIMoN5OP in a non-equilibrium geometry. The level of theory is ωB97M-V with the def2-TZVPD basis set.

Calculated values
* strongest force on any atom: 7.379 eV/Å
* HOMO (alpha / beta): -19.93 / -19.94 eV
* LUMO energy (alpha / beta): -0.508 / -0.520 Ha
* HOMO-LUMO gap (alpha / beta): 6.12 / 5.80 eV
* net charge: +3
* multiplicity: 3

Last column: Löwdin charge in e.
Geometry (Å):
C (1.917, 3.249, 0.383)  -0.28
I (0.297, 2.671, -1.050)  1.20
H (2.441, 2.435, 0.903)  0.04
H (1.381, 3.923, 1.054)  0.04
H (2.553, 3.792, -0.324)  0.04
Mo (0.035, 0.370, 0.086)  0.77
P (0.592, -0.878, -1.768)  0.62
C (-0.041, -0.413, -3.409)  -0.21
C (2.391, -0.679, -1.926)  -0.21
H (0.736, -3.108, -0.830)  0.05
H (0.894, -3.103, -2.621)  0.09
H (-0.711, -2.915, -1.855)  0.08
C (0.355, -2.686, -1.764)  -0.19
H (2.882, -1.166, -1.080)  0.05
H (2.667, -1.172, -2.863)  0.09
H (0.556, -0.958, -4.149)  0.09
H (0.047, 0.664, -3.576)  0.04
H (2.681, 0.375, -1.956)  0.05
H (-1.094, -0.703, -3.493)  0.07
C (-1.808, 0.423, -0.807)  -0.25
O (-2.803, 0.432, -1.436)  0.22
Cl (1.347, -1.227, 1.273)  0.18
N (-1.507, -0.026, 5.152)  0.22
N (-1.716, -0.116, 3.785)  -0.18
N (-2.950, 0.171, 3.281)  0.21
C (-2.660, 0.416, 2.004)  -0.13
N (-1.330, 0.353, 1.742)  -0.19
N (-0.711, 0.098, 2.931)  0.06
H (-0.648, -0.504, 5.405)  0.14
H (-2.352, -0.360, 5.606)  0.14
H (-3.441, 0.643, 1.300)  0.13

***

Record 3
This record from the OMol25 dataset describes the molecule C24H24F5N2O6PSi in a non-equilibrium geometry. The level of theory is ωB97M-V with the def2-TZVPD basis set.

Calculated values
* strongest force on any atom: 1.571 eV/Å
* HOMO: -9.48 eV
* LUMO energy: -0.001 Ha
* SMILES string: C=CP(OC(=O)c1ccccc1)(C(=O)NC(=O)F)(N(C(=O)F)C(=O)F)C(F)(F)CC[Si](C)(C)c1ccccc1
* HOMO-LUMO gap: 9.45 eV
* net charge: 0

Last column: Löwdin charge in e.
Geometry (Å):
C (2.734, -0.749, 3.726)  0.04
C (2.663, -0.078, 2.579)  -0.21
P (1.359, -0.371, 1.376)  1.06
O (2.152, -1.731, 0.623)  -0.17
C (3.490, -1.956, 0.680)  -0.50
O (3.925, -2.838, 1.361)  0.16
C (4.407, -1.205, -0.231)  -0.16
C (4.388, -1.588, -1.569)  -0.03
C (5.180, -0.948, -2.514)  -0.06
C (5.998, 0.096, -2.097)  -0.08
C (6.036, 0.456, -0.758)  -0.07
C (5.249, -0.184, 0.187)  -0.03
C (1.326, 0.392, -0.336)  -0.43
O (2.314, 0.841, -0.832)  0.15
N (0.073, 0.389, -1.025)  0.18
C (0.236, 0.925, -2.336)  -0.55
O (0.486, 0.289, -3.291)  0.21
F (0.051, 2.216, -2.375)  0.19
N (0.445, 1.129, 1.980)  -0.02
C (0.907, 2.397, 1.543)  -0.56
O (0.185, 3.211, 1.100)  0.22
F (2.198, 2.636, 1.646)  0.17
C (0.063, 1.210, 3.315)  -0.57
O (0.601, 1.840, 4.155)  0.20
F (-1.048, 0.565, 3.605)  0.16
C (-0.154, -1.526, 1.751)  -0.50
F (0.025, -2.669, 1.049)  0.06
F (-0.106, -1.922, 3.046)  0.08
C (-1.520, -0.957, 1.337)  -0.19
C (-2.287, -1.803, 0.307)  -0.22
Si (-3.850, -0.931, -0.319)  0.59
C (-5.199, -0.857, 0.997)  -0.16
C (-4.507, -2.053, -1.690)  -0.18
C (-3.507, 0.746, -1.098)  -0.24
C (-2.925, 1.826, -0.422)  -0.11
C (-2.724, 3.055, -1.027)  -0.09
C (-3.097, 3.263, -2.351)  -0.08
C (-3.666, 2.204, -3.043)  -0.08
C (-3.873, 0.973, -2.427)  -0.10
H (2.355, -1.758, 3.825)  0.08
H (3.193, -0.298, 4.594)  0.08
H (3.379, 0.709, 2.386)  0.09
H (3.752, -2.400, -1.892)  0.12
H (5.130, -1.280, -3.539)  0.10
H (6.593, 0.614, -2.834)  0.10
H (6.681, 1.266, -0.453)  0.10
H (5.298, 0.099, 1.227)  0.11
H (-0.156, -0.593, -1.193)  0.14
H (-2.137, -0.959, 2.232)  0.12
H (-1.477, 0.054, 0.952)  0.06
H (-2.584, -2.756, 0.739)  0.09
H (-1.685, -1.990, -0.581)  0.07
H (-6.128, -0.593, 0.498)  0.03
H (-5.292, -1.855, 1.419)  0.03
H (-4.962, -0.125, 1.764)  0.03
H (-3.794, -2.003, -2.515)  0.03
H (-4.546, -3.089, -1.364)  0.03
H (-5.459, -1.709, -2.082)  0.03
H (-2.637, 1.734, 0.619)  0.09
H (-2.271, 3.879, -0.494)  0.10
H (-2.961, 4.218, -2.834)  0.10
H (-3.980, 2.334, -4.069)  0.10
H (-4.342, 0.209, -3.030)  0.09

***

Record 4
This record from the OMol25 dataset describes the molecule C25H26N2O7S. The level of theory is ωB97M-V with the def2-TZVPD basis set.

Calculated values
* strongest force on any atom: 0.628 eV/Å
* HOMO: -8.34 eV
* LUMO energy: 0.025 Ha
* relative energy (zero: lowest compared OMol25 entry of this formula, charge and spin): 0.0 kcal/mol
* SMILES string: COC(=O)[C@]1(CCSC)N[C@@H](c2ccc(O)cc2)[C@@H]2C(=O)N(c3ccc4c(c3)OCCO4)C(=O)[C@@H]21
* HOMO-LUMO gap: 9.03 eV
* net charge: 0

Last column: Löwdin charge in e.
Geometry (Å):
C (-1.729, -1.326, 1.720)  -0.01
H (-2.267, -2.272, 1.788)  0.10
H (-2.327, -0.516, 2.140)  0.09
H (-0.774, -1.402, 2.240)  0.10
O (-1.455, -1.067, 0.347)  -0.04
C (-1.895, 0.073, -0.186)  -0.45
O (-2.585, 0.870, 0.396)  0.13
C (-1.375, 0.253, -1.624)  -0.33
N (-0.915, -0.955, -2.259)  0.06
H (-1.586, -1.711, -2.265)  0.09
C (0.406, -1.334, -1.792)  -0.22
C (1.253, -1.885, -2.915)  -0.18
C (2.410, -2.589, -2.613)  -0.03
C (3.220, -3.077, -3.622)  -0.02
C (2.877, -2.868, -4.952)  -0.33
C (1.718, -2.162, -5.259)  -0.01
C (0.917, -1.675, -4.245)  -0.02
H (0.014, -1.133, -4.477)  0.11
H (1.463, -2.009, -6.295)  0.12
O (3.642, -3.332, -5.978)  0.05
H (4.405, -3.807, -5.628)  0.10
H (4.120, -3.626, -3.378)  0.11
H (2.681, -2.754, -1.580)  0.12
H (0.382, -2.074, -0.977)  0.15
C (0.987, -0.010, -1.242)  -0.07
C (1.131, 0.021, 0.268)  -0.37
O (1.609, -0.824, 0.975)  0.13
N (0.600, 1.225, 0.710)  0.12
C (-0.023, 1.956, -0.295)  -0.37
O (-0.447, 3.071, -0.187)  0.15
C (-0.050, 1.068, -1.519)  -0.06
H (0.104, 1.632, -2.438)  0.17
C (0.628, 1.642, 2.067)  -0.17
C (1.798, 1.515, 2.797)  0.09
C (1.828, 1.912, 4.127)  -0.19
C (0.684, 2.467, 4.712)  -0.20
C (-0.485, 2.569, 3.969)  0.02
C (-0.523, 2.154, 2.654)  0.00
H (-1.432, 2.239, 2.081)  0.11
H (-1.357, 2.986, 4.445)  0.12
O (0.678, 2.920, 6.005)  -0.02
C (1.970, 3.086, 6.546)  -0.15
C (2.837, 1.870, 6.219)  -0.15
H (3.839, 1.972, 6.637)  0.13
O (2.995, 1.747, 4.823)  -0.02
H (2.358, 0.967, 6.622)  0.14
H (1.843, 3.206, 7.622)  0.13
H (2.439, 3.986, 6.125)  0.14
H (2.692, 1.100, 2.362)  0.13
H (1.961, 0.207, -1.686)  0.17
C (-2.412, 1.003, -2.472)  -0.16
C (-3.832, 0.456, -2.411)  -0.45
H (-4.224, 0.482, -1.397)  0.07
H (-4.472, 1.065, -3.051)  0.07
S (-4.007, -1.263, -3.019)  0.82
C (-4.394, -2.132, -1.470)  -0.39
H (-5.305, -1.721, -1.042)  0.04
H (-3.569, -2.043, -0.770)  0.01
H (-4.546, -3.174, -1.730)  0.03
H (-2.062, 0.985, -3.505)  0.12
H (-2.444, 2.037, -2.122)  0.13

***

Record 5
This record from the OMol25 dataset describes a cluster of 2 separate species, H2IO2PS in total in a non-equilibrium geometry. The level of theory is ωB97M-V with the def2-TZVPD basis set.

Calculated values
* strongest force on any atom: 3.121 eV/Å
* HOMO (alpha / beta): -9.53 / -9.15 eV
* LUMO energy (alpha / beta): -0.096 / -0.087 Ha
* relative energy (zero: lowest compared OMol25 entry of this formula, charge and spin): 81.7 kcal/mol
* HOMO-LUMO gap (alpha / beta): 6.92 / 6.79 eV
* net charge: 0

Last column: Löwdin charge in e.
Geometry (Å):
O (-0.637, -0.570, -0.830)  -0.34
O (-0.027, 0.918, 1.021)  -0.32
P (0.477, 0.528, -0.403)  0.20
S (2.631, -1.458, 0.320)  -0.02
I (-0.320, 2.385, -1.749)  0.44
H (-0.390, -1.293, -1.334)  0.01
H (-0.873, 1.309, 0.991)  0.02

***

Record 6
This record from the OMol25 dataset describes a structure of composition C22H33AsF14N4OS5Sb2TeTi in a non-equilibrium geometry. The level of theory is ωB97M-V with the def2-TZVPD basis set.

Calculated values
* strongest force on any atom: 6.837 eV/Å
* HOMO (alpha / beta): -4.39 / -4.50 eV
* LUMO energy (alpha / beta): 0.004 / -0.026 Ha
* relative energy (zero: lowest compared OMol25 entry of this formula, charge and spin): 200.4 kcal/mol
* HOMO-LUMO gap (alpha / beta): 4.49 / 3.77 eV
* net charge: -1
* multiplicity: 2

Last column: Löwdin charge in e.
Geometry (Å):
Ti (-1.089, -0.858, 0.138)  0.77
C (4.098, 0.325, -2.678)  -0.10
Sb (3.058, -0.108, 0.016)  1.55
C (2.742, -0.453, 2.193)  -0.26
C (4.996, 1.301, 0.584)  -0.23
C (4.606, 2.199, 1.588)  -0.32
C (4.873, 1.894, 2.941)  -0.09
C (4.600, 2.778, 3.950)  -0.09
C (4.068, 4.037, 3.647)  -0.09
C (3.721, 4.334, 2.355)  -0.08
C (3.908, 3.418, 1.301)  -0.31
C (3.325, 3.678, 0.038)  -0.23
Sb (1.097, 2.675, 0.044)  1.31
C (0.388, 4.413, -1.157)  -0.30
C (0.620, 3.679, 1.919)  -0.30
H (5.144, 0.326, -2.428)  -0.04
H (3.665, 1.283, -2.927)  -0.04
H (3.748, -0.542, -3.214)  -0.05
H (3.433, -1.241, 2.501)  0.01
H (1.715, -0.795, 2.316)  -0.01
H (2.931, 0.479, 2.727)  -0.01
H (5.195, 1.687, -0.394)  0.03
H (5.679, 0.523, 0.868)  0.05
H (5.337, 0.944, 3.161)  0.11
H (4.793, 2.508, 4.978)  0.10
H (3.908, 4.756, 4.437)  0.10
H (3.287, 5.294, 2.118)  0.11
H (3.737, 3.158, -0.809)  0.03
H (3.080, 4.709, -0.159)  0.05
H (0.046, 5.196, -0.489)  0.00
H (-0.448, 4.069, -1.757)  -0.04
H (1.174, 4.798, -1.796)  -0.01
H (0.887, 4.727, 1.820)  0.01
H (1.183, 3.216, 2.725)  0.00
H (-0.444, 3.573, 2.105)  -0.05
F (-3.034, -0.717, 0.082)  -0.34
As (-3.477, -2.464, -0.508)  0.89
F (-1.918, -3.104, -1.057)  -0.30
F (-3.089, -2.830, 1.159)  -0.22
F (-4.156, -4.044, -0.854)  -0.24
F (-5.119, -1.968, -0.064)  -0.26
F (-3.749, -1.892, -2.131)  -0.24
F (-2.262, 0.731, 2.318)  0.04
C (-1.133, 0.041, 1.967)  -0.59
F (-0.105, 0.947, 2.203)  -0.05
F (-0.970, -0.880, 2.968)  0.05
F (-1.326, -0.849, -1.682)  -0.48
Te (0.829, -2.354, -1.032)  2.01
F (1.975, -2.629, 0.535)  -0.48
F (2.703, -2.479, -1.776)  -0.53
F (0.897, -4.386, -0.648)  -0.55
F (-0.596, -2.475, 0.850)  -0.40
O (0.596, -0.572, -0.066)  -0.86
C (-3.357, 1.374, -3.120)  -0.40
S (-4.675, 1.178, -1.881)  0.85
C (-4.183, 2.303, -0.620)  -0.98
C (-2.961, 2.518, -0.081)  -1.00
S (-1.476, 1.752, -0.541)  0.59
S (-2.901, 3.784, 1.146)  0.91
C (-4.597, 4.177, 1.170)  -1.50
S (-5.240, 5.335, 2.129)  0.51
S (-5.522, 3.223, 0.045)  0.90
H (-3.781, 0.996, -4.044)  0.03
H (-2.491, 0.789, -2.836)  -0.03
H (-3.097, 2.423, -3.213)  0.04
C (2.382, -1.228, -6.507)  -0.07
C (1.620, 0.086, -6.674)  -0.39
C (2.484, 1.275, -6.250)  -0.07
C (0.291, 0.041, -5.886)  -0.10
N (0.530, 0.099, -4.475)  -0.07
C (0.693, 1.182, -3.683)  -0.10
N (1.088, 0.777, -2.504)  0.02
N (1.158, -0.538, -2.586)  -0.24
N (0.822, -0.968, -3.739)  0.11
H (3.355, -1.167, -6.992)  0.08
H (1.829, -2.053, -6.951)  0.08
H (2.544, -1.459, -5.456)  0.06
H (1.352, 0.208, -7.730)  0.13
H (2.881, 1.139, -5.245)  0.05
H (1.920, 2.206, -6.288)  0.08
H (3.332, 1.372, -6.924)  0.08
H (-0.238, -0.889, -6.104)  0.14
H (-0.338, 0.890, -6.164)  0.13
H (0.536, 2.200, -3.976)  0.14